# 1
Computed, not measured: a single C17H13N3O4 molecule, with wB97M-V/def2-TZVPD.

Each line ends with the natural charge from an NBO analysis.
CARTESIAN COORDINATES (ANGSTROEM)
O  0.692  -1.266  -4.430  -0.60
C  0.068  -0.662  -3.596  0.69
C  0.178  0.869  -3.433  -0.31
N  0.030  1.258  -2.046  -0.42
C  -0.983  2.062  -1.633  0.29
N  -1.245  2.385  -0.418  -0.46
C  -0.411  1.860  0.516  0.14
C  0.666  1.044  0.196  0.14
O  1.342  0.639  1.298  -0.40
C  0.699  1.192  2.355  0.37
C  1.029  1.050  3.694  -0.28
C  0.233  1.705  4.612  -0.19
C  -0.861  2.479  4.216  -0.23
C  -1.195  2.622  2.887  -0.16
C  -0.406  1.970  1.943  -0.16
C  0.964  0.666  -1.157  0.60
O  1.835  -0.063  -1.574  -0.58
N  -0.843  -1.227  -2.768  -0.62
C  -0.774  -2.631  -2.401  -0.27
C  -0.152  -2.744  -1.046  0.25
C  1.019  -3.283  -0.610  -0.28
C  1.102  -2.987  0.773  -0.31
C  -0.018  -2.282  1.074  0.09
O  -0.788  -2.124  -0.019  -0.42
H  1.173  1.148  -3.792  0.25
H  -0.582  1.363  -4.040  0.23
H  -1.628  2.456  -2.407  0.19
H  1.875  0.452  3.992  0.23
H  0.460  1.618  5.663  0.22
H  -1.454  2.972  4.971  0.22
H  -2.037  3.216  2.570  0.23
H  -1.294  -0.647  -2.074  0.39
H  -1.787  -3.048  -2.403  0.21
H  -0.159  -3.140  -3.143  0.25
H  1.735  -3.816  -1.201  0.23
H  1.893  -3.257  1.442  0.23
H  -0.377  -1.851  1.988  0.20

Summary:
**Total charge**: 0
**LUMO energy**: 0.044 eV
**Orbital gap**: 8.65 eV
**Spin multiplicity**: 1
**ΔE to the lowest compared entry with this formula, charge and spin**: 0.0 kcal per mole
**E_HOMO**: -0.316 Ha



# 2
Computed, not measured: a single C17H13N3O6 molecule, with wB97M-V/def2-TZVPD.

Each line ends with the natural charge from an NBO analysis.
CARTESIAN COORDINATES (ANGSTROEM)
O  -3.532  -2.752  1.405  -0.62
C  -2.631  -2.249  0.754  0.78
N  -1.736  -3.123  0.160  -0.62
C  -0.959  -2.879  -0.986  0.15
C  -0.946  -1.648  -1.676  -0.27
C  -0.127  -1.513  -2.830  -0.23
C  0.687  -2.601  -3.263  0.18
O  1.545  -2.416  -4.315  -0.68
C  0.638  -3.791  -2.609  0.32
O  1.241  -4.878  -3.147  -0.67
C  -0.229  -3.983  -1.506  -0.30
N  -2.462  -0.910  0.948  -0.63
C  -1.280  -0.297  1.227  0.39
C  -0.097  -0.937  1.571  -0.29
C  1.052  -0.199  1.810  -0.09
C  0.956  1.195  1.736  -0.11
C  2.081  2.052  2.075  -0.22
C  2.007  3.459  1.869  -0.15
C  0.814  4.053  1.424  -0.24
C  0.839  5.533  1.197  0.77
O  -0.205  6.132  0.953  -0.58
O  2.032  6.170  1.337  -0.69
C  -0.312  3.181  1.202  0.38
O  -1.557  3.622  0.783  -0.64
C  -0.237  1.765  1.362  0.15
N  -1.356  1.027  1.095  -0.51
H  -2.067  -4.082  0.262  0.42
H  -1.535  -0.788  -1.432  0.23
H  -0.077  -0.546  -3.337  0.21
H  1.487  -1.495  -4.564  0.49
H  1.977  -4.570  -3.703  0.49
H  -0.370  -4.983  -1.123  0.23
H  -3.312  -0.399  1.197  0.44
H  -0.023  -2.016  1.647  0.24
H  2.004  -0.687  2.039  0.23
H  3.022  1.606  2.389  0.21
H  2.856  4.035  2.154  0.23
H  1.851  7.124  1.254  0.51
H  -2.039  2.786  0.639  0.50

Summary:
**Total charge**: 0
**LUMO energy**: -0.588 eV
**Orbital gap**: 7.72 eV
**Spin multiplicity**: 1
**E_HOMO**: -0.305 Ha



# 3
Computed, not measured: a molecular structure, C17H14BBrN4NbS3, with wB97M-V/def2-TZVPD.

Each line ends with the natural charge from an NBO analysis.
CARTESIAN COORDINATES (ANGSTROEM)
Nb  0.425  0.330  0.231  1.31
B  3.799  -0.729  -0.821  0.18
N  3.659  0.082  0.480  -0.30
C  4.674  0.456  1.268  0.07
C  4.133  0.776  2.535  -0.34
C  2.798  0.469  2.498  0.01
N  2.456  -0.003  1.268  -0.43
N  2.501  -1.638  -0.935  -0.27
C  2.420  -2.916  -1.401  0.09
C  1.198  -3.145  -2.049  -0.33
C  0.492  -1.908  -1.942  0.04
N  1.246  -1.059  -1.191  -0.43
H  3.838  -0.011  -1.813  -0.02
H  4.691  -1.517  -0.669  -0.02
H  5.694  0.627  0.908  0.25
H  4.758  1.027  3.384  0.25
H  2.050  0.478  3.284  0.23
H  3.203  -3.621  -1.262  0.25
H  0.671  -4.053  -2.339  0.26
H  -0.501  -1.547  -2.178  0.24
Br  -0.795  -1.356  2.001  0.31
C  -2.451  -0.492  1.475  -0.06
C  -3.612  -0.663  2.220  -0.18
C  -4.893  -0.396  1.593  -0.20
C  -4.979  0.324  0.439  -0.17
C  -3.786  0.616  -0.294  0.03
C  -3.835  1.273  -1.547  -0.13
C  -2.727  1.332  -2.352  -0.22
C  -1.497  0.795  -1.911  -0.11
C  -1.380  0.244  -0.644  -0.50
C  -2.541  0.109  0.192  -0.09
H  -3.539  -0.894  3.280  0.25
H  -5.791  -0.697  2.123  0.24
H  -5.957  0.645  0.022  0.24
H  -4.734  1.808  -1.782  0.24
H  -2.786  1.693  -3.402  0.25
H  -0.624  0.885  -2.532  0.24
S  0.166  4.844  0.487  0.18
C  0.407  3.273  0.451  -0.52
S  0.063  2.164  1.866  0.03
S  1.085  2.396  -0.944  0.12

Summary:
**Total charge**: +1
**LUMO energy**: -5.350 eV
**Orbital gap**: 6.10 eV
**Spin multiplicity**: 1
**ΔE to the lowest compared entry with this formula, charge and spin**: 10.8 kcal per mole
**E_HOMO**: -0.421 Ha